Entry 1:
C35H57BClF17N5O6 | ωB97M-V/def2-TZVPD

Its charge is -1. The value obtained for the LUMO energy is 1.62 eV. For the orbital gap, the calculation gives 6.42 eV. Its multiplicity is 1. As for the HOMO energy: -4.796 eV.

Atoms and positions in Å:
C (3.30331, -2.29550, -5.49865)
H (-0.11572, 6.84290, 8.07282)
H (2.70280, 0.10420, -1.01162)
H (0.44001, -1.92354, 0.63383)
N (4.23747, 2.02012, 5.32898)
F (-3.29089, -1.39969, -8.63370)
C (-0.87649, -5.79612, 0.16547)
C (0.29184, -7.16467, 2.52836)
F (-3.25558, 2.67911, -1.75177)
H (-4.63099, 7.45462, 6.08046)
H (3.14684, 6.12684, 6.68253)
H (-3.12432, -0.00286, -0.91785)
F (-5.26874, -2.98103, -8.49630)
C (-2.98349, 1.15697, -3.60344)
F (-4.84405, 0.36003, -5.95037)
F (-6.24316, -0.99684, -8.02975)
H (-1.28491, -1.33860, -0.59280)
C (1.68056, -0.23164, -1.41378)
C (2.59911, -3.69668, -7.61764)
C (-3.84766, -1.42168, -7.30821)
F (-3.88747, 0.90936, -7.91948)
H (1.39166, 5.97263, 6.50472)
H (-2.10325, 1.26034, -0.09755)
H (-3.58612, 6.03359, 6.23556)
H (2.83138, -2.24698, -1.53322)
C (-2.31139, 1.68724, -2.25380)
H (-3.90911, 9.90301, 8.98294)
C (2.72178, 0.19744, 5.97998)
H (1.19496, -5.04880, -6.54648)
H (-0.22011, -0.67956, 1.78975)
C (-2.17290, 0.63644, -1.06829)
C (-3.87769, 6.97242, 6.70723)
C (-5.94715, -2.71226, -6.18971)
C (-2.08872, 0.27434, -4.57863)
H (3.01501, -5.10569, -5.95122)
H (1.14533, -2.83716, -6.12536)
H (3.28382, -0.06023, 6.88077)
F (-1.26069, -0.25996, -6.79336)
N (0.50804, 1.61791, -0.11889)
N (0.66051, -5.83895, 2.08472)
C (-2.30494, 0.48932, -6.14837)
O (0.60015, -4.01978, 0.77992)
C (2.13779, -2.51378, -6.59025)
B (0.43482, 0.10214, -0.34630)
H (4.26552, -2.79509, -5.89990)
F (-2.06007, 1.83781, -6.56852)
F (-1.12075, 2.46532, -2.46731)
C (-0.17320, 6.23909, 8.97556)
C (2.19100, 6.26772, 7.18812)
H (1.07304, 4.86634, 10.00942)
H (-0.47051, -7.61440, 1.89525)
C (-5.34691, -1.96699, -7.47898)
H (4.82936, 2.39946, 4.60388)
H (1.90775, -2.96952, 2.24833)
H (-0.48460, -6.71556, -0.27563)
N (1.02739, 5.46225, 9.19507)
H (-1.16084, -5.12008, -0.64155)
C (2.15168, 5.41721, 8.42868)
H (2.79621, -0.06404, 1.17995)
H (2.31220, -0.71938, 5.55445)
H (-0.08307, -7.09269, 3.55196)
H (3.85424, -2.79367, -3.39397)
H (1.96383, -0.53345, 2.73940)
H (1.36346, -5.33519, 2.60806)
C (-3.71928, 0.07495, -6.75485)
H (1.18664, -7.79127, 2.51924)
F (-3.60060, 2.29211, -4.22709)
H (-4.29137, 6.74998, 7.69349)
H (-1.01688, 5.54977, 8.89748)
H (5.12960, 2.82621, 7.01252)
C (1.80801, -1.78351, -1.80287)
F (-4.08903, 0.32624, -3.19365)
H (-4.24631, 10.60230, 7.38201)
F (-0.67557, 0.45060, -4.40146)
H (-1.98621, 9.62346, 7.46700)
H (2.64322, -8.33544, -7.16242)
Cl (4.30256, -2.49011, 2.51645)
O (3.08876, 4.70016, 8.75730)
H (3.70694, -3.54278, -7.84537)
H (1.94138, -0.86651, -3.94066)
C (-4.05757, 9.67381, 7.92537)
C (1.74740, -1.87632, -3.43925)
H (-4.91356, 9.01105, 7.81619)
C (0.60548, -0.83606, 0.98806)
F (-5.44920, -2.25723, -4.96072)
C (-0.94492, -0.38835, -1.16598)
H (1.46837, 0.46159, -2.31935)
H (3.53909, -1.16483, -5.44331)
C (4.13046, 2.74233, 6.57902)
C (0.17691, -5.14101, 1.01781)
H (0.70661, -2.22378, -3.80523)
N (-2.83975, 9.08574, 7.41195)
C (2.15015, -7.37525, -6.80194)
H (2.75607, -2.83020, 0.63680)
C (2.90795, -2.86645, -4.02376)
H (2.52525, -3.92772, -4.18498)
H (2.09227, 7.32269, 7.45282)
O (2.56659, -6.26327, -7.65832)
F (-2.30748, -1.09200, -4.18736)
H (2.44175, -7.17662, -5.70049)
O (-1.56260, 7.51302, 6.45576)
H (0.99795, -7.42516, -6.80102)
O (3.82647, 0.37109, 3.86901)
H (3.46956, 2.24848, 7.28782)
C (2.30431, -5.07837, -6.85813)
H (1.89274, 0.86394, 6.22825)
C (3.62888, 0.85281, 4.97379)
C (0.31216, 1.97344, 1.08430)
F (-3.12551, -2.40251, -6.60417)
F (-5.63597, -4.10466, -6.24911)
C (2.66873, -2.33704, 1.65865)
H (1.92644, -1.59690, -7.24053)
H (3.74930, 3.74187, 6.36441)
C (2.09776, -0.83919, 1.63378)
C (-2.67056, 7.86029, 6.84091)
H (-0.32230, 6.89107, 9.84014)
F (-7.36067, -2.58419, -6.12474)
H (-1.76408, -6.01175, 0.76471)
H (-0.72622, -0.74673, -2.22752)
H (2.03188, -3.62821, -8.61288)
O (0.12168, 2.14562, 2.30904)
H (0.92900, -2.43532, -1.45046)

Mulliken population analysis, charges in e, atoms 1 to 8: number 1, C, carries -0.852; number 2, H, carries 0.142; number 3, H, carries 0.261; number 4, H, carries -0.543; number 5, N, carries -0.121; number 6, F, carries -0.316; number 7, C, carries -1.474; number 8, C, carries -0.968


Entry 2:
C6H16N5S2 | ωB97M-V/def2-TZVPD

Its charge is +1. The value obtained for the LUMO energy is -2.65 eV. For the orbital gap, the calculation gives 9.18 eV. Its multiplicity is 1. As for the HOMO energy: -11.823 eV. The energy above the lowest of the compared OMol25 structures with the same formula, charge and spin comes out at 0.000 eV.

Atoms and positions in Å:
H (-2.22872, -3.43464, 1.96154)
H (1.41802, 1.39133, 1.56807)
H (1.11824, -0.78850, 0.49828)
N (-2.52958, -1.40161, -1.26606)
N (-1.43962, 0.40603, -0.96692)
H (1.25479, -1.51199, -1.08389)
H (2.21492, 3.52083, -0.97895)
C (0.85506, -0.62173, -0.60243)
S (-1.66263, -1.00210, 2.24844)
C (1.37835, 0.65000, -1.26521)
H (-1.63148, -0.68867, 3.49526)
H (2.66591, 2.17506, 0.73372)
C (-1.31007, -1.80476, -0.96723)
N (-2.56895, -0.08767, -1.15230)
C (1.55108, 2.09922, 0.70610)
H (-0.58305, -2.96981, 2.37480)
H (1.25685, 3.02252, 1.24822)
N (0.98535, 1.91315, -0.56315)
C (-1.64055, -2.74350, 2.61185)
H (0.01303, 1.72293, -0.41867)
S (-0.82618, -3.43788, -0.77314)
H (2.42018, 0.51325, -1.27561)
H (-2.06571, -2.96359, 3.57839)
H (1.37215, 2.86847, -2.39896)
N (-0.53944, -0.61146, -0.85072)
H (0.86146, 0.69787, -2.24877)
C (1.20756, 3.14499, -1.35240)
H (0.38665, 3.83810, -1.40400)
H (-1.93362, -3.89584, -1.45627)

Mulliken population analysis, charges in e, atoms 1 to 8: number 1, H, carries 0.263; number 2, H, carries 0.274; number 3, H, carries 0.241; number 4, N, carries -0.216; number 5, N, carries -0.101; number 6, H, carries 0.517; number 7, H, carries 0.342; number 8, C, carries -0.459


Entry 3:
C33H88O11 | ωB97M-V/def2-TZVPD

Its charge is 0. The value obtained for the LUMO energy is 0.31 eV. For the orbital gap, the calculation gives 9.56 eV. Its multiplicity is 1. As for the HOMO energy: -9.247 eV. The energy above the lowest of the compared OMol25 structures with the same formula, charge and spin comes out at 4.972 eV.

Atoms and positions in Å:
H (22.80755, -7.75056, 33.21844)
H (26.53804, -2.21731, 28.50224)
C (19.30867, -1.36253, 35.80346)
C (25.32028, -1.75802, 31.88781)
C (25.69288, -1.32774, 30.35331)
C (17.97151, 0.75070, 36.30283)
C (18.13281, -5.15883, 34.72919)
H (19.50754, -6.46283, 27.63419)
H (24.30684, -1.70505, 25.17779)
H (23.31386, -6.16119, 25.91361)
O (16.01941, -5.93762, 34.30653)
H (26.11236, -2.29113, 32.41365)
H (19.44105, -2.07227, 36.62007)
H (23.54774, -0.45260, 34.57267)
H (22.02944, -4.77063, 24.60804)
C (23.02322, 2.18563, 30.60302)
C (24.27953, 0.25916, 26.15593)
H (23.25734, 0.54726, 24.28647)
H (22.71680, -4.40345, 28.70113)
H (21.61777, -6.53192, 31.09319)
C (20.08050, 1.28001, 27.87524)
C (23.71096, -1.49701, 36.63426)
C (24.96028, -1.09429, 25.80076)
H (22.43412, -3.26621, 25.18909)
H (24.49899, -2.12667, 36.22116)
H (20.88541, -1.49050, 33.07210)
H (24.49033, 3.75713, 30.52080)
H (19.10194, -5.63783, 34.86860)
H (23.34640, -0.25298, 27.80191)
C (17.59842, -5.53604, 27.11200)
O (24.39222, -0.39053, 37.22226)
H (21.65365, -3.30658, 30.80281)
O (23.42844, -5.51404, 26.61337)
H (16.87366, -3.47921, 27.47752)
H (22.49145, -1.87790, 32.50731)
C (21.11577, -9.04808, 32.64590)
H (21.39325, 0.76914, 25.92319)
C (17.73736, -7.45331, 33.83738)
H (22.12482, -1.52842, 37.96766)
H (20.05401, -1.58349, 35.03942)
H (20.70633, -4.03798, 25.52225)
H (19.25428, -3.47158, 30.04744)
H (22.96172, 4.21529, 30.08888)
C (22.96552, -0.90886, 35.37327)
O (20.94677, -1.54682, 30.27026)
C (18.43482, -6.58977, 27.77997)
O (20.61264, 1.25510, 25.64733)
H (21.85940, -1.44024, 29.99214)
C (22.93137, -2.19784, 37.66858)
H (21.58513, -9.40513, 31.72922)
H (18.29964, -6.14998, 25.30089)
H (19.86622, 0.72370, 35.43566)
C (22.16191, -4.83720, 26.72190)
H (25.89519, -0.91568, 25.26959)
H (26.86824, -3.13705, 29.92622)
H (24.49065, -2.43044, 31.66948)
H (21.40301, -5.58720, 26.94477)
H (21.40920, -3.24832, 33.01128)
H (21.41060, -9.83283, 33.34257)
C (19.46260, -0.60859, 26.22414)
H (17.26827, -4.19925, 28.85421)
H (17.31593, -5.54206, 32.75004)
H (23.40945, 3.99129, 31.82291)
O (23.91947, 1.31237, 31.20934)
H (18.25443, -4.13316, 34.38090)
C (21.79095, -4.10938, 25.44109)
H (15.60180, -5.08154, 34.18685)
H (18.70008, -7.55152, 33.33577)
O (23.12167, -0.01210, 26.90021)
C (21.26939, -6.53107, 32.12602)
H (22.35430, -3.06663, 37.35186)
H (21.88950, -6.88004, 34.89728)
H (22.98329, 1.91712, 29.54736)
H (25.23440, -1.65447, 26.69471)
H (17.28787, 0.03324, 36.75667)
C (23.45759, 3.57365, 30.81724)
H (23.54290, -2.33424, 38.56050)
C (21.72894, -7.69588, 33.07103)
H (21.70576, 1.65660, 32.29005)
C (21.47084, -2.25646, 32.56349)
H (18.17668, -7.52939, 27.29151)
C (19.58159, 0.88596, 26.47422)
C (21.67877, 2.01773, 31.26196)
C (20.90925, -2.60959, 31.18775)
H (25.23482, -3.20416, 29.11219)
H (20.40137, 1.02138, 37.69991)
C (22.34811, -3.83392, 27.84802)
H (18.07305, -6.82251, 28.78150)
H (21.56741, -5.55824, 32.51703)
H (24.89025, -0.86456, 32.34048)
C (19.35461, 0.12878, 36.19224)
O (24.53085, -0.80840, 29.77769)
H (18.08417, 1.61601, 36.95601)
H (20.42171, 2.30947, 27.76618)
O (18.13897, -5.36268, 25.82618)
C (26.07723, -2.58438, 29.41931)
H (24.93338, 1.12165, 24.27673)
C (19.48415, -3.17354, 31.07039)
O (19.87534, 0.23582, 37.53322)
H (22.41546, -1.67439, 34.82600)
H (17.96902, -7.83436, 34.83199)
H (17.50890, 1.00260, 35.34856)
H (18.33877, -1.67217, 35.41420)
H (20.86463, 0.61681, 28.24047)
H (23.56605, 2.00441, 25.15909)
H (26.41535, -0.51196, 30.32795)
H (22.25152, -0.14873, 35.69030)
H (16.90002, -7.99947, 33.40302)
H (23.81134, 0.14883, 37.76379)
H (20.18819, -6.60402, 32.00866)
C (17.64679, -4.16050, 27.83278)
H (18.77131, -0.97783, 26.98168)
H (18.69051, 1.43489, 26.16967)
O (21.26994, -7.38695, 34.36738)
H (21.00562, 2.85508, 31.07806)
H (20.02786, -9.02846, 32.58140)
H (24.04879, 1.55019, 32.13038)
H (16.52866, -5.73707, 27.05461)
H (20.44207, -1.03657, 26.43762)
C (24.02247, 1.05717, 24.87186)
H (23.07820, -3.06147, 27.60636)
H (19.32420, 1.09506, 28.63807)
H (19.27292, -4.08716, 31.62606)
H (24.15233, -0.09111, 30.29134)
H (18.61511, -3.66033, 27.81560)
H (17.76863, -5.12680, 35.75605)
H (19.11439, -0.85114, 25.22014)
H (21.38768, -3.42848, 28.16629)
H (18.73634, -2.44312, 31.37924)
C (17.26181, -5.96963, 33.75122)
H (21.12336, 1.25439, 30.71705)
H (25.00833, 0.83995, 26.72130)

Mulliken population analysis, charges in e, atoms 1 to 8: number 1, H, carries 0.558; number 2, H, carries 0.305; number 3, C, carries -0.787; number 4, C, carries -0.794; number 5, C, carries 0.238; number 6, C, carries -1.485; number 7, C, carries -1.061; number 8, H, carries 0.125


Entry 4:
C4H2CoO2 | ωB97M-V/def2-TZVPD

Its charge is +3. The value obtained for the LUMO energy (spin up / spin down) is -16.77 / -17.33 eV. For the orbital gap (spin up / spin down), the calculation gives 7.47 / 8.54 eV. Its multiplicity is 5. As for the HOMO energy (spin up / spin down): -24.234 / -25.865 eV. The energy above the lowest of the compared OMol25 structures with the same formula, charge and spin comes out at 0.274 eV.

Atoms and positions in Å:
O (-0.72936, 2.07850, -0.76999)
C (0.74938, -2.27389, 0.27653)
H (-1.40623, 1.18663, 0.94472)
C (0.23115, 0.15625, 0.12001)
Co (-1.56481, 3.46990, -1.25671)
C (0.96281, -0.86992, 0.07714)
C (-0.65277, 1.21944, 0.13974)
O (0.56410, -3.18348, -0.43831)
H (1.84573, -1.78343, 0.90688)

Mulliken population analysis, charges in e, atoms 1 to 8: number 1, O, carries -0.579; number 2, C, carries 0.502; number 3, H, carries 0.392; number 4, C, carries 0.409; number 5, Co, carries 1.808; number 6, C, carries -0.116; number 7, C, carries 0.120; number 8, O, carries 0.073